Record 1
ORCA calculation (ωB97M-V with the def2-TZVPD basis set) on a cluster of 2 separate species, C3H2FO3 in total.

Structure (XYZ):
```
9
Properties=species:S:1:pos:R:3
C 1.279 0.665 0.626
C -0.918 -0.874 -0.099
C -0.079 0.334 -0.210
O 1.160 0.216 1.770
O 2.167 1.252 0.087
O -1.369 0.465 0.124
F -0.245 0.701 -1.978
H -1.192 -1.228 -0.984
H -0.803 -1.531 0.663
```

Computed properties:
relative energy (zero: lowest compared OMol25 entry of this formula, charge and spin): 74.4 kcal/mol
LUMO energy: 4.1084 eV
charge: -1
E_HOMO: -5.2 eV
HOMO-LUMO gap: 0.3436 Ha

Results of the natural (NBO) charge analysis, in e, for atoms 1 through 5: 0.746 -0.158 0.500 -0.735 -0.680



Record 2
ORCA calculation (ωB97M-V with the def2-TZVPD basis set) on a structure of composition C22H31F5O6PPdTe.

Structure (XYZ):
```
67
Properties=species:S:1:pos:R:3
Pd -0.830 -0.663 0.239
O -4.404 -2.972 0.123
C -3.580 -2.100 -0.034
O -2.686 -1.671 0.747
C -3.690 -1.278 -1.405
C -4.111 0.147 -0.995
C -4.678 0.921 -2.184
C -3.393 1.341 -2.924
C -2.297 1.039 -1.900
O -2.942 0.914 -0.658
C -2.470 -1.293 -2.281
C -1.554 -2.706 -1.920
O -2.028 -3.657 -2.482
O -0.616 -2.492 -1.158
H -4.507 -1.785 -1.918
H -4.762 0.121 -0.122
H -5.230 1.788 -1.821
H -5.348 0.313 -2.791
H -3.364 2.397 -3.184
H -3.206 0.780 -3.838
H -1.519 1.797 -1.834
H -2.691 -1.473 -3.336
F -0.591 2.736 -3.956
Te 0.422 1.023 -4.241
F 0.570 1.716 -5.975
F -1.265 0.313 -4.962
F 2.299 1.630 -4.170
F 1.142 -0.620 -4.983
O -1.628 -0.194 -2.168
C -0.350 1.920 2.279
C 1.032 1.786 1.624
C 2.094 2.266 2.613
C 1.062 2.635 0.350
P 1.155 -0.012 1.138
C 1.351 -0.897 2.729
C 2.518 -0.876 3.495
C 2.588 -1.550 4.702
C 1.488 -2.257 5.170
C 0.328 -2.300 4.415
C 0.263 -1.629 3.201
C 2.666 -0.413 0.105
C 2.849 -1.931 0.230
C 3.960 0.323 0.447
C 2.298 -0.107 -1.355
H -0.534 2.969 2.518
H -0.415 1.342 3.203
H -1.154 1.585 1.611
H 1.935 3.328 2.810
H 3.104 2.153 2.227
H 2.026 1.738 3.563
H 0.729 3.648 0.587
H 0.396 2.236 -0.419
H 2.061 2.702 -0.077
H 3.383 -0.330 3.152
H 3.502 -1.523 5.279
H 1.540 -2.776 6.118
H -0.529 -2.860 4.761
H -0.647 -1.690 2.603
H 3.206 -2.228 1.216
H 3.577 -2.254 -0.516
H 1.914 -2.459 0.026
H 4.332 0.101 1.446
H 3.852 1.401 0.346
H 4.729 0.010 -0.263
H 1.394 -0.644 -1.653
H 3.107 -0.433 -2.011
H 2.151 0.954 -1.540
```

Computed properties:
relative energy (zero: lowest compared OMol25 entry of this formula, charge and spin): 4.6 kcal/mol
LUMO energy (spin up / spin down): -0.5028 / -0.4923 eV
charge: -1
E_HOMO (spin up / spin down): -5.7 / -5.8 eV
HOMO-LUMO gap (spin up / spin down): 0.1928 / 0.1933 Ha

Results of the natural (NBO) charge analysis, in e, for atoms 1 through 5: 0.880 -0.641 0.799 -0.736 -0.391



Record 3
ORCA calculation (ωB97M-V with the def2-TZVPD basis set) on a structure of composition C25H50BeO11Sr.

Structure (XYZ):
```
88
Properties=species:S:1:pos:R:3
Be -0.754 -3.745 1.781
Sr -0.164 -0.121 -0.039
O 2.409 -0.190 0.327
C 2.833 -1.527 0.029
C 1.920 -2.831 0.049
O 0.512 -2.673 -0.115
H 3.761 -1.742 0.558
H 3.424 -1.462 -0.885
H 2.084 -3.349 0.993
H 2.269 -3.608 -0.631
O -1.636 -1.172 1.839
C -2.492 -1.161 2.975
C -3.224 -2.483 3.466
O -2.505 -3.695 3.629
H -3.307 -0.485 2.715
H -1.974 -0.687 3.809
H -4.015 -2.593 2.724
H -3.879 -2.302 4.318
C 1.029 3.024 3.279
C 0.994 2.640 1.839
O 0.091 2.011 1.315
C 2.117 3.213 0.979
H 0.209 2.587 3.848
H 0.832 4.088 3.411
H 1.954 2.839 3.824
H 1.916 2.969 -0.064
H 3.086 2.769 1.209
H 2.101 4.296 1.104
C -0.373 2.490 -3.959
C 0.181 2.730 -2.529
O 0.395 1.831 -1.710
C 0.473 4.108 -2.100
H 0.363 2.819 -4.692
H -1.310 3.036 -4.069
H -0.541 1.413 -3.991
H 0.235 4.229 -1.043
H -0.100 4.798 -2.720
H 1.515 4.364 -2.294
C -4.351 -2.237 -0.918
C -3.558 -3.520 -0.813
O -2.630 -3.601 0.017
C -3.916 -4.681 -1.733
H -4.334 -1.615 -0.023
H -5.378 -2.341 -1.269
H -3.926 -1.597 -1.691
H -3.393 -4.499 -2.672
H -4.982 -4.860 -1.876
H -3.508 -5.628 -1.382
C 3.767 1.410 -2.427
C 4.570 2.380 -1.558
O 4.369 3.569 -1.654
C 5.453 1.864 -0.431
H 3.579 1.818 -3.420
H 2.793 1.143 -2.019
H 4.405 0.549 -2.628
H 4.845 1.146 0.119
H 5.768 2.657 0.247
H 6.416 1.450 -0.730
C 2.496 -2.482 5.346
C 1.532 -1.977 4.283
O 0.788 -2.735 3.644
C 1.740 -0.539 3.887
H 1.975 -2.579 6.299
H 3.315 -1.771 5.453
H 3.010 -3.389 5.028
H 1.956 0.058 4.772
H 0.826 -0.094 3.494
H 2.536 -0.426 3.151
C -1.123 -3.036 -3.323
C -0.471 -1.652 -3.234
O -0.964 -0.774 -2.458
C 0.559 -1.367 -4.329
H -2.006 -3.103 -3.958
H -1.435 -3.428 -2.355
H -0.416 -3.655 -3.876
H 1.463 -1.974 -4.268
H 0.879 -0.330 -4.227
H 0.168 -1.556 -5.329
C -3.217 3.363 -1.162
C -3.022 2.201 -0.204
O -2.310 1.209 -0.490
C -3.622 2.277 1.200
H -4.287 3.550 -1.261
H -2.877 3.122 -2.169
H -2.762 4.313 -0.882
H -3.638 3.332 1.474
H -2.902 1.777 1.847
H -4.608 1.829 1.326
```

Computed properties:
relative energy (zero: lowest compared OMol25 entry of this formula, charge and spin): 4.1 kcal/mol
LUMO energy: -0.8779 eV
E_HOMO: -6.5 eV
HOMO-LUMO gap: 0.2067 Ha

Results of the Löwdin charge analysis, in e, for atoms 1 through 5: 1.009 1.461 -0.460 -0.385 -0.358



Record 4
ORCA calculation (ωB97M-V with the def2-TZVPD basis set) on an isolated molecule of C9H15BCl2O2.

Structure (XYZ):
```
29
Properties=species:S:1:pos:R:3
C -2.979 0.200 2.503
C -2.182 -1.197 2.421
O -2.762 -2.231 2.799
O -0.852 -1.155 1.944
C -0.738 -1.943 0.709
C 0.780 -2.276 0.345
C 1.421 -1.299 -0.750
C 2.573 -0.327 -0.192
B 2.120 1.207 0.040
C 0.832 1.913 -0.696
Cl -0.625 2.401 0.325
C 0.853 2.119 -2.103
C -0.418 2.766 -2.850
Cl 2.331 1.600 -3.067
H -2.257 0.930 3.022
H -3.162 0.619 1.457
H -3.932 0.113 3.111
H -1.332 -1.459 -0.131
H -1.253 -2.952 0.916
H 0.819 -3.357 -0.041
H 1.386 -2.254 1.311
H 0.581 -0.746 -1.289
H 1.924 -1.975 -1.534
H 3.511 -0.451 -0.837
H 2.872 -0.734 0.846
H 2.739 1.848 0.827
H -1.008 3.463 -2.178
H -0.138 3.299 -3.812
H -1.103 1.877 -3.094
```

Computed properties:
LUMO energy: -0.1521 eV
E_HOMO: -9.3 eV
HOMO-LUMO gap: 0.3377 Ha

Results of the natural (NBO) charge analysis, in e, for atoms 1 through 5: -0.730 0.813 -0.565 -0.559 -0.082



Strongest force on any atom for the records above, in order: 0.0816, 0.0796, 0.0844, 0.0772 Eh/bohr